*i*
Here is an isolated molecule of C19H26N2O5S from the OMol25 dataset. Energies are from ωB97M-V/def2-TZVPD.

Cartesian coordinates (Å):
O 3.419 2.303 -0.151
C 4.268 1.455 -0.243
O 5.049 1.338 -1.313
H 4.795 1.991 -1.986
C 4.513 0.425 0.846
H 3.933 0.791 1.703
C 3.929 -0.938 0.401
C 2.567 -0.678 -0.245
O 2.391 -0.721 -1.440
N 1.597 -0.381 0.669
C 0.280 0.022 0.447
C -0.514 0.282 1.567
C -1.830 0.671 1.412
C -2.356 0.804 0.141
C -1.574 0.574 -0.975
C -0.257 0.178 -0.830
H 0.360 -0.005 -1.693
H -2.005 0.724 -1.952
S -4.081 1.256 -0.054
O -4.496 1.937 1.138
O -4.234 1.905 -1.323
N -4.957 -0.150 -0.127
C -5.145 -0.903 1.088
C -4.130 -2.039 1.233
C -4.166 -2.921 -0.014
C -3.885 -2.073 -1.252
C -4.902 -0.932 -1.337
H -4.665 -0.239 -2.145
H -5.902 -1.347 -1.516
H -2.875 -1.664 -1.190
H -3.952 -2.682 -2.154
H -3.427 -3.721 0.069
H -5.153 -3.381 -0.104
H -3.127 -1.624 1.354
H -4.369 -2.624 2.122
H -5.073 -0.190 1.909
H -6.159 -1.319 1.074
H -2.456 0.890 2.262
H -0.093 0.182 2.558
H 1.872 -0.376 1.642
C 4.845 -1.661 -0.584
C 6.245 -1.828 -0.007
C 6.847 -0.459 0.286
C 5.978 0.298 1.283
H 6.385 1.297 1.455
H 5.992 -0.235 2.238
H 7.851 -0.569 0.701
H 6.923 0.106 -0.642
H 6.872 -2.366 -0.719
H 6.200 -2.417 0.913
H 4.894 -1.089 -1.510
H 4.408 -2.634 -0.818
H 3.800 -1.559 1.295

## Properties
**Gap between HOMO and LUMO**: 9.14 eV
**HOMO**: -0.322 Ha
**SMILES string**: O=C(Nc1ccc(S(=O)(=O)N2CCCCC2)cc1)[C@H]1CCCC[C@H]1C(=O)O
**LUMO level**: 0.381 eV



*ii*
Here is an isolated molecule of C19H26N2O5S from the OMol25 dataset. Energies are from ωB97M-V/def2-TZVPD.

Cartesian coordinates (Å):
C -3.043 1.474 -1.304
H -3.147 2.437 -0.811
H -3.978 0.928 -1.194
C -1.885 0.688 -0.696
C -2.133 0.354 0.785
H -1.202 0.430 1.349
C -2.661 -1.070 0.959
C -2.998 -1.349 2.420
H -3.790 -0.687 2.762
H -2.116 -1.188 3.034
H -3.327 -2.378 2.548
H -3.566 -1.201 0.356
C -1.573 -2.049 0.500
N -0.933 -1.588 -0.720
C 0.270 -1.983 -1.152
O 0.801 -1.526 -2.154
C 0.989 -3.081 -0.356
H 1.638 -3.613 -1.059
H 0.301 -3.781 0.124
O 1.843 -2.492 0.630
C 1.752 -2.933 1.882
O 1.002 -3.794 2.253
C 2.802 -2.282 2.770
N 3.071 -0.932 2.330
S 1.715 0.060 2.202
O 1.903 1.205 3.047
O 0.560 -0.765 2.439
C 1.750 0.576 0.509
C 1.602 1.864 0.226
C 1.541 2.473 -1.094
C 1.471 1.717 -2.268
C 1.398 2.347 -3.496
C 1.396 3.731 -3.578
C 1.464 4.490 -2.421
C 1.531 3.867 -1.189
H 1.581 4.458 -0.287
H 1.460 5.568 -2.480
H 1.340 4.217 -4.541
H 1.340 1.752 -4.395
H 1.458 0.639 -2.223
H 1.520 2.539 1.069
H 1.862 -0.227 -0.192
H 3.790 -0.471 2.867
H 3.720 -2.873 2.682
H 2.437 -2.341 3.803
C -1.673 -0.609 -1.489
H -1.115 -0.414 -2.405
H -2.641 -1.045 -1.757
H -0.834 -2.106 1.301
H -2.008 -3.045 0.341
H -2.841 1.066 1.211
H -0.979 1.295 -0.775
H -2.868 1.649 -2.364

## Properties
**Gap between HOMO and LUMO**: 9.14 eV
**HOMO**: -0.332 Ha
**SMILES string**: C[C@H]1C[C@H](C)CN(C(=O)COC(=O)CNS(=O)(=O)/C=C/c2ccccc2)C1
**LUMO level**: 0.095 eV



Q: Which of them is the most stable? A: *i*.



*i*
Here is an isolated molecule of C6H5N3O2 from the OMol25 dataset. Energies are from ωB97M-V/def2-TZVPD.

Cartesian coordinates (Å):
C 1.805 0.528 0.007
C 2.954 -0.269 0.006
C 0.751 -0.376 -0.001
C -1.281 1.148 -0.004
C -2.619 1.213 -0.002
C -0.675 -0.181 -0.002
N 2.642 -1.553 -0.002
N -1.438 -1.212 0.001
N 1.323 -1.607 -0.006
O -3.458 0.184 0.004
O -2.725 -1.196 0.002
H 1.756 1.596 0.013
H 3.979 0.041 0.011
H -0.674 2.030 -0.010
H -3.175 2.145 -0.005
H 0.837 -2.491 -0.011

## Properties
**Gap between HOMO and LUMO**: 8.59 eV
**HOMO**: -0.312 Ha
**SMILES string**: C1=CC(c2ccn[nH]2)=NOO1
**LUMO level**: 0.102 eV



*ii*
Here is an isolated molecule of C6H5N3O2 from the OMol25 dataset. Energies are from ωB97M-V/def2-TZVPD.

Cartesian coordinates (Å):
C -0.181 0.786 0.652
C 0.654 1.335 -0.322
C -0.641 -0.503 0.620
C 1.090 0.578 -1.349
C -0.121 -1.363 -0.343
C 0.812 -0.853 -1.323
N -0.423 -3.503 -1.278
N -0.482 -2.674 -0.440
N 0.737 -2.535 -3.140
O 1.506 -3.185 -3.732
O 1.473 -1.554 -2.187
H -0.672 1.353 1.335
H 0.765 2.420 -0.260
H -1.256 -0.766 1.462
H 1.821 1.111 -1.998
H -0.851 -3.055 0.667

## Properties
**Gap between HOMO and LUMO**: 8.18 eV
**HOMO**: -0.303 Ha
**LUMO level**: -0.060 eV



Q: Which of them is the most stable? A: *i*.



*i*
Here is a structure of composition C45H28N11O9RbSSe from the OMol25 dataset. Energies are from ωB97M-V/def2-TZVPD.

Cartesian coordinates (Å):
Rb -1.073 -0.024 0.244
O -4.211 3.158 -0.639
C -3.639 4.175 -1.229
C -4.455 5.081 -2.008
C -3.955 6.099 -2.719
C -2.619 6.314 -2.741
C -1.728 5.530 -2.036
C -2.180 4.458 -1.272
C -1.272 3.556 -0.457
O -1.877 2.775 0.413
N 0.015 3.619 -0.673
N 0.793 2.967 0.278
C 1.739 2.176 -0.123
C 2.198 1.533 -1.364
C 1.654 1.838 -2.621
C 2.250 1.413 -3.799
C 3.343 0.602 -3.740
C 3.821 0.177 -2.482
C 3.323 0.686 -1.250
O 3.722 0.326 -0.096
H -2.865 2.826 0.196
H -5.549 4.915 -1.917
H -4.509 6.722 -3.407
H -2.259 7.071 -3.412
H -0.612 5.765 -2.141
H 2.355 1.959 0.728
H 0.735 2.383 -2.576
H 1.699 1.751 -4.670
H 3.747 0.224 -4.666
H 4.702 -0.403 -2.343
Se -2.145 -4.206 -7.511
N -0.760 -4.088 -6.367
C -1.140 -3.339 -5.367
C -0.310 -2.942 -4.277
C 1.036 -3.256 -4.260
C 1.874 -2.808 -3.285
C 1.293 -1.854 -2.403
N 0.023 -1.478 -2.419
C -0.749 -2.002 -3.374
C -2.129 -1.520 -3.437
N -2.414 -0.525 -2.538
C -3.625 0.079 -2.642
C -4.545 -0.276 -3.595
C -4.269 -1.283 -4.504
C -2.988 -1.843 -4.480
C -2.491 -2.734 -5.508
N -3.158 -3.110 -6.569
H 1.324 -3.994 -4.997
H 2.951 -3.043 -3.263
H 1.987 -1.422 -1.633
H -3.831 0.971 -2.055
H -5.491 0.192 -3.645
H -4.938 -1.580 -5.259
N 3.077 -2.461 2.282
C 3.626 -3.136 1.231
C 5.020 -3.301 1.213
C 5.566 -4.087 0.196
C 4.779 -4.692 -0.805
C 3.454 -4.491 -0.804
C 2.854 -3.780 0.250
S 1.099 -3.464 0.405
N 1.064 -1.924 1.168
C 1.973 -1.696 2.052
C 1.836 -0.450 2.847
C 2.525 -0.288 4.026
C 2.278 0.842 4.822
C 1.301 1.764 4.388
C 0.623 1.475 3.207
N 0.897 0.418 2.479
H 3.770 -1.936 2.724
H 5.686 -2.763 1.981
H 6.620 -4.217 0.204
H 5.247 -5.305 -1.569
H 2.781 -4.956 -1.561
H 3.189 -1.083 4.350
H 2.816 1.064 5.727
H 1.038 2.681 4.886
H -0.160 2.076 2.804
O -0.515 -2.932 3.686
C -1.405 -2.123 3.432
O -2.073 -2.056 2.386
C -1.787 -1.105 4.509
C -2.261 0.116 4.121
C -2.254 1.207 4.993
C -1.948 1.043 6.303
C -1.645 -0.255 6.752
C -1.478 -1.311 5.846
N -1.048 -0.396 8.164
O -0.281 -1.274 8.428
O -1.353 0.510 8.951
N -2.637 2.561 4.593
O -2.352 3.416 5.426
O -3.266 2.659 3.557
H -2.494 0.310 3.098
H -1.969 1.911 6.959
H -0.990 -2.181 6.200

## Properties
**Charge**: -2
**Gap between HOMO and LUMO**: 4.70 eV
**HOMO**: -0.071 Ha
**LUMO level**: 2.768 eV



*ii*
Here is a structure of composition C45H28N11O9RbSSe from the OMol25 dataset. Energies are from ωB97M-V/def2-TZVPD.

Cartesian coordinates (Å):
Rb 0.304 0.329 0.203
O -3.046 0.060 4.148
C -3.311 1.354 4.299
C -4.609 1.747 4.654
C -4.997 3.069 4.936
C -3.987 4.028 4.894
C -2.676 3.705 4.556
C -2.335 2.394 4.184
C -0.988 2.020 3.691
O -0.832 0.738 3.338
N -0.064 2.893 3.561
N 1.159 2.333 3.014
C 1.647 2.995 2.035
C 1.089 4.145 1.329
C 0.691 5.349 1.882
C 0.315 6.448 1.112
C 0.359 6.335 -0.284
C 0.778 5.142 -0.829
C 1.139 3.995 -0.092
O 1.443 2.887 -0.687
H -1.682 0.211 3.678
H -5.334 0.942 4.677
H -6.022 3.230 5.220
H -4.211 5.026 5.203
H -1.980 4.515 4.506
H 2.631 2.610 1.727
H 0.696 5.477 2.959
H 0.071 7.375 1.608
H 0.086 7.181 -0.887
H 0.864 5.083 -1.904
Se -7.540 -1.384 -3.850
N -7.055 -0.854 -2.236
C -5.772 -0.723 -2.230
C -4.977 -0.293 -1.083
C -5.581 -0.060 0.147
C -4.828 0.255 1.219
C -3.445 0.441 1.036
N -2.844 0.161 -0.112
C -3.586 -0.248 -1.147
C -2.890 -0.624 -2.409
N -1.563 -0.647 -2.382
C -0.915 -0.984 -3.479
C -1.566 -1.224 -4.689
C -2.927 -1.191 -4.700
C -3.635 -0.964 -3.535
C -5.098 -1.036 -3.468
N -5.845 -1.436 -4.451
H -6.659 -0.090 0.240
H -5.244 0.447 2.196
H -2.833 0.741 1.869
H 0.139 -1.030 -3.364
H -1.011 -1.421 -5.576
H -3.503 -1.316 -5.622
N 3.439 0.121 -4.403
C 2.828 0.863 -5.440
C 3.195 0.629 -6.754
C 2.748 1.513 -7.715
C 1.838 2.517 -7.441
C 1.424 2.710 -6.130
C 1.960 1.888 -5.135
S 1.680 2.208 -3.373
N 1.952 0.695 -2.654
C 2.780 -0.118 -3.185
C 3.216 -1.341 -2.406
C 4.543 -1.772 -2.419
C 4.845 -2.971 -1.779
C 3.856 -3.663 -1.095
C 2.578 -3.117 -1.120
N 2.269 -2.017 -1.781
H 3.993 -0.634 -4.727
H 3.942 -0.131 -7.021
H 3.144 1.426 -8.711
H 1.440 3.108 -8.266
H 0.690 3.451 -5.877
H 5.316 -1.212 -2.911
H 5.865 -3.334 -1.757
H 4.059 -4.565 -0.494
H 1.784 -3.550 -0.534
O 2.564 -1.866 1.587
C 1.750 -2.725 1.954
O 0.596 -2.905 1.494
C 2.224 -3.731 3.094
C 3.302 -3.413 3.906
C 3.683 -4.300 4.912
C 3.009 -5.484 5.126
C 1.909 -5.776 4.306
C 1.518 -4.906 3.295
N 1.246 -7.023 4.528
O 0.225 -7.239 3.878
O 1.695 -7.811 5.386
N 4.743 -4.039 5.838
O 4.853 -4.742 6.811
O 5.491 -3.096 5.617
H 3.842 -2.501 3.673
H 3.321 -6.152 5.915
H 0.627 -5.130 2.707

## Properties
**Charge**: -2
**Gap between HOMO and LUMO**: 4.66 eV
**HOMO**: -0.071 Ha
**LUMO level**: 2.722 eV



Q: Which of them is the most stable? A: *ii*.



*i*
Here is a structure of composition C6H9N2O from the OMol25 dataset. Energies are from ωB97M-V/def2-TZVPD.

Cartesian coordinates (Å):
C 0.312 -0.647 0.631
C -0.746 -0.088 0.049
C 0.695 -0.963 2.038
C 1.148 1.080 -0.564
C 0.857 -0.598 -1.602
C -2.132 -0.026 0.602
N 1.493 -0.335 -0.295
N -0.160 0.513 -1.233
O 1.775 -0.859 2.470
H -0.107 -1.170 2.784
H 0.978 1.775 0.367
H 1.850 1.630 -1.214
H 1.513 -0.246 -2.470
H 0.481 -1.556 -2.060
H -2.094 -0.603 1.507
H -2.936 -0.078 -0.147
H -2.176 1.017 1.002
H -0.751 1.155 -1.867

## Properties
**Charge**: +1
**Gap between HOMO and LUMO**: 9.86 eV
**HOMO**: -0.516 Ha
**LUMO level**: -4.166 eV



*ii*
Here is the ion C6H9N2O with charge +1 from the OMol25 dataset. Energies are from ωB97M-V/def2-TZVPD.

Cartesian coordinates (Å):
C -0.970 1.301 -0.419
C -1.724 0.204 -0.455
C 2.172 0.454 -0.080
C 0.185 1.432 0.519
C -1.556 -0.957 0.365
C -2.128 -2.142 0.004
N 2.854 -0.431 -0.358
N 1.595 1.559 -0.105
O 3.602 -1.379 0.017
H -1.396 2.259 -0.876
H -2.519 0.317 -1.166
H 0.025 2.333 1.068
H 0.404 0.601 1.261
H -0.902 -0.836 1.202
H -2.844 -2.069 -0.750
H -2.206 -3.033 0.638
H 3.342 -2.130 -0.492
H 2.068 2.516 -0.374

## Properties
**Charge**: +1
**Gap between HOMO and LUMO**: 8.31 eV
**HOMO**: -0.459 Ha
**SMILES string**: C=C/C=C\C[NH+]=C=NO
**LUMO level**: -4.170 eV



Q: Which of them is the most stable? A: *i*.